The following is a DFT calculation (wB97M-V/def2-TZVPD) of the molecule C3H6N2O in a non-equilibrium geometry.

Geometry as XYZ:
```
12
Properties=species:S:1:pos:R:3:forces:R:3
C -0.13725 0.21317 0.90431 -1.15 -0.47 0.63
C 0.96255 -0.12060 -0.98713 0.80 0.72 -2.16
C 0.12124 -1.27108 -1.40274 -1.43 1.08 -0.33
N 0.72513 0.60819 0.02204 1.38 1.36 0.07
N -0.64300 2.29787 1.98346 1.24 0.35 -1.44
O -0.75600 1.00107 1.71085 -1.26 -0.41 2.09
H -0.47453 -0.80479 1.08566 0.08 0.05 -0.21
H 1.75380 0.25942 -1.69205 -0.69 -0.58 0.76
H 0.39381 -1.48530 -2.45912 -0.72 -0.34 0.82
H -1.02075 -1.01978 -1.19054 2.28 -0.54 -0.88
H 0.36822 -2.05185 -0.71844 0.06 -1.23 0.10
H -1.29323 2.37369 2.74370 -0.58 0.01 0.55
```
Positions in Å, forces in eV/Å.

The calculation puts the LUMO energy (spin up / spin down) at -0.06 / -0.02 eV. The relative energy (zero: lowest compared OMol25 entry of this formula, charge and spin) is 5.8508 eV. For the molar mass, the calculation gives 86.1 g mol⁻¹. Its total charge is 0. The HOMO-LUMO gap (spin up / spin down) is 0.2717 / 0.3224 Ha.

How positive or negative is each atom? The Löwdin charges in e answer that: -0.27 -0.22 -0.09 0.08 0.08 -0.12 0.14 0.12 0.08 0.13 0.06 0.03


The following is a DFT calculation (wB97M-V/def2-TZVPD) of a cluster of 4 separate species, C14H20F6N2O9PS in total in a non-equilibrium geometry.

Geometry as XYZ:
```
53
Properties=species:S:1:pos:R:3:forces:R:3
F 5.19766 -0.21721 1.28229 -0.38 -0.49 0.35
C 4.52986 -1.21917 1.90544 0.25 0.08 -0.19
F 5.07370 -1.42743 3.10519 -0.13 0.07 -0.58
F 4.68530 -2.32756 1.13512 -0.06 0.41 0.47
C 3.04197 -0.89254 2.05903 0.32 0.08 0.28
C 2.76034 0.50925 2.56770 -0.18 -0.16 0.12
N 1.34145 0.54866 2.90088 0.14 0.19 -0.30
C 0.45044 0.32654 1.76322 0.05 0.20 0.18
P -1.16448 -0.34251 2.43840 0.40 -0.79 0.60
S -0.88010 -1.72229 3.78420 -0.07 0.34 -0.11
C 0.88833 -0.79007 0.80032 -0.20 0.54 -0.04
N 2.36751 -1.06509 0.74359 0.01 -0.19 -0.02
H 2.59773 -1.59520 2.77195 0.03 -0.08 -0.23
H 3.33289 0.66148 3.48625 -0.01 0.06 -0.15
H 3.07006 1.25584 1.82136 0.08 -0.03 0.02
H 1.12359 1.44896 3.31252 -0.03 -0.15 0.17
H 0.27026 1.26302 1.21806 -0.05 -0.20 -0.19
H -1.75140 -0.86825 1.28356 -0.24 0.39 -0.23
H -1.93829 0.75694 2.82146 -0.04 0.14 -0.20
H 0.58272 -0.51052 -0.20707 0.16 -0.11 0.41
H 0.42092 -1.74814 1.03274 0.43 0.59 0.43
H 2.81426 -0.47949 0.03263 0.01 0.10 0.10
H 2.49265 -2.03173 0.42555 -0.12 0.06 -0.14
C -1.70290 0.14727 -3.51020 0.04 0.03 -0.14
C -0.59591 -0.33828 -2.60028 -0.06 0.04 -0.10
O -0.95495 0.23729 -1.34551 -0.12 -0.19 -0.05
C -2.30325 0.47058 -1.35396 -0.05 0.12 -0.18
O -2.91912 0.77231 -0.38316 0.09 0.01 0.12
O -2.79474 0.29061 -2.57930 -0.03 0.01 -0.07
F 0.63744 0.12532 -2.93245 -0.06 0.07 0.02
H -1.49298 1.12221 -3.94741 0.14 -0.01 0.04
H -1.95546 -0.56555 -4.28890 -0.20 -0.06 0.13
H -0.53426 -1.42064 -2.48638 0.06 0.16 -0.12
C -0.47956 4.96974 -1.50138 0.04 -0.01 0.02
C -1.74698 5.75731 -1.77675 0.00 -0.07 -0.05
O -2.13553 5.25811 -3.04490 -0.17 -0.01 0.07
C -1.62825 4.01557 -3.19896 -0.04 0.17 -0.03
O -1.95017 3.25438 -4.04908 0.10 -0.06 0.02
O -0.71303 3.75837 -2.23246 0.05 -0.01 0.08
F -1.52158 7.08318 -1.86248 0.07 -0.01 -0.08
H 0.38589 5.48586 -1.91811 -0.02 0.06 0.00
H -0.31737 4.75114 -0.45026 -0.05 -0.11 -0.02
H -2.55715 5.58288 -1.06692 -0.01 0.09 0.02
C -1.49827 -4.08535 1.38977 -0.24 -0.14 0.16
C -2.10109 -4.64843 0.11637 0.06 0.08 0.00
O -1.51827 -3.79593 -0.88256 0.25 -0.07 -0.17
C -0.37772 -3.28178 -0.39746 -0.49 -0.32 -0.06
O 0.42069 -2.64601 -1.02144 0.17 -0.57 -0.23
O -0.25706 -3.53207 0.91527 0.02 -0.36 -0.03
F -3.43713 -4.51983 0.07228 0.08 0.13 0.01
H -2.11140 -3.28059 1.79260 -0.08 -0.04 0.00
H -1.31260 -4.81944 2.16640 0.16 -0.01 -0.06
H -1.83466 -5.68168 -0.10683 -0.05 0.00 -0.06
```
Positions in Å, forces in eV/Å.

The calculation puts the LUMO energy at -2.74 eV. The relative energy (zero: lowest compared OMol25 entry of this formula, charge and spin) is 0.0000 eV. For the molar mass, the calculation gives 537.3 g mol⁻¹. Its total charge is +1. The HOMO-LUMO gap is 0.3346 Ha.

How positive or negative is each atom? The Löwdin charges in e answer that: 0.15 -0.56 0.19 0.15 -0.14 -0.13 -0.07 -0.45 0.46 0.21 -0.15 0.14 0.19 0.15 0.14 0.13 0.13 -0.02 0.00 0.10 0.07 0.20 0.18 -0.01 -0.30 0.07 -0.56 0.15 0.11 0.08 0.12 0.15 0.14 -0.04 -0.31 0.15 -0.54 0.18 0.06 0.09 0.15 0.14 0.18 -0.06 -0.28 0.16 -0.56 0.13 0.01 0.11 0.09 0.15 0.18


The following is a DFT calculation (wB97M-V/def2-TZVPD) of a cluster of 2 separate species, C5H9O3 in total in a non-equilibrium geometry.

Geometry as XYZ:
```
17
Properties=species:S:1:pos:R:3:forces:R:3
C -0.67622 2.51333 3.01172 -0.24 0.26 1.06
C -0.79495 3.95989 2.63615 -0.16 -0.02 -0.33
H 0.19433 2.21801 3.60484 -0.12 0.02 -0.38
H -1.59149 1.99939 3.32109 0.26 0.06 -0.25
H -0.10209 4.22066 1.82099 -0.10 0.05 0.28
H -0.57078 4.62045 3.49422 0.03 -0.25 -0.28
H -1.81198 4.20730 2.29849 0.32 -0.09 0.06
O 0.99292 -0.23108 0.47836 -0.06 0.02 0.85
C 1.34734 0.11391 -0.76441 0.82 -1.23 -0.85
C -0.28740 0.28352 0.79114 -0.39 2.17 2.71
O 2.34822 -0.26020 -1.30806 -0.44 0.63 0.50
O 0.37582 0.80415 -1.35767 -0.54 0.61 -0.40
C -0.79122 0.85308 -0.52788 -0.04 0.16 -0.02
H -0.26998 1.21023 1.74328 0.29 -2.19 -2.62
H -0.90803 -0.49303 1.24468 0.15 -0.05 -0.33
H -1.11833 1.89560 -0.44823 0.04 -0.27 -0.04
H -1.58194 0.24939 -0.98891 0.19 0.11 0.05
```
Positions in Å, forces in eV/Å.

The calculation puts the LUMO energy (spin up / spin down) at 0.70 / -0.43 eV. The relative energy (zero: lowest compared OMol25 entry of this formula, charge and spin) is 1.2038 eV. For the molar mass, the calculation gives 117.1 g mol⁻¹. Its total charge is 0. The HOMO-LUMO gap (spin up / spin down) is 0.3362 / 0.3821 Ha. As for the spin multiplicity: 2. As for the expectation value of S²: 0.76.

How positive or negative is each atom? The Löwdin charges in e answer that: -0.10 -0.18 0.06 0.05 0.07 0.07 0.07 0.06 -0.59 -0.13 0.15 0.07 -0.11 0.13 0.12 0.13 0.13


- Among the records above, which one has the lowest molar mass?
  C3H6N2O